Arrangement 1

This record from the OMol25 dataset describes 2 unconnected molecules or ions with the total composition C4H12. The level of theory is ωB97M-V/def2-TZVPD.

Geometry (Å):
H: -0.68 -0.22 1.11
H: 1.58 0.53 -1.53
H: 0.89 -0.34 2.93
C: 0.50 0.35 -1.89
C: -0.15 -0.37 3.23
H: 0.98 -1.19 -3.54
H: -0.01 1.31 -1.86
H: 1.47 0.48 -3.74
H: -0.31 0.40 3.95
H: -0.46 -1.36 3.57
C: -1.10 0.10 2.08
H: -2.06 -0.41 2.18
H: -0.25 0.08 -3.89
H: -1.12 1.19 2.02
C: 0.67 -0.12 -3.35
H: 0.07 -0.43 -1.27

Its SMILES is CC.CC. The calculation puts the LUMO energy at 1.13 eV. For the HOMO-LUMO gap, the calculation gives 12.7 eV. The highest occupied orbital energy is -11.60 eV.



Arrangement 2

This record from the OMol25 dataset describes 2 unconnected molecules or ions with the total composition C4H12. The level of theory is ωB97M-V/def2-TZVPD.

Geometry (Å):
C: -1.11 0.56 1.20
H: -1.60 1.00 2.13
H: 2.31 0.87 -1.35
C: -1.93 -0.32 0.25
H: -2.84 -0.50 0.90
C: 1.38 0.53 -1.10
H: 2.63 -1.44 -0.61
H: -1.51 -1.27 -0.17
H: 0.80 -1.59 -0.31
H: 1.00 0.61 -2.12
H: -2.21 0.34 -0.63
H: -0.40 -0.09 1.82
C: 1.67 -0.80 -0.40
H: 0.74 1.24 -0.64
H: 1.73 -0.51 0.66
H: -0.70 1.49 0.63

Its SMILES is CC.CC. The calculation puts the LUMO energy at 1.16 eV. For the HOMO-LUMO gap, the calculation gives 12.0 eV. The highest occupied orbital energy is -10.88 eV.



Name the most stable of them. arrangement 1.



Arrangement 1

This record from the OMol25 dataset describes 2 unconnected molecules or ions with the total composition C4H12. The level of theory is ωB97M-V/def2-TZVPD.

Geometry (Å):
H: 1.12 -1.64 2.43
H: -1.29 -2.03 2.46
H: -1.52 -1.24 1.02
C: 0.41 1.89 -2.22
H: -0.31 -2.55 0.98
H: 0.31 -0.11 2.68
H: -0.29 2.77 -2.03
H: 1.42 2.16 -1.90
H: 0.56 1.52 -3.23
C: -0.71 -1.72 1.59
H: 0.43 -0.13 -1.56
H: 1.09 -0.33 1.16
H: -0.29 1.03 -0.33
C: 0.51 -0.83 1.91
C: -0.20 0.75 -1.40
H: -1.25 0.44 -1.55

Its SMILES is CC.CC. The calculation puts the LUMO energy at 1.13 eV. For the HOMO-LUMO gap, the calculation gives 12.4 eV. The highest occupied orbital energy is -11.22 eV.



Arrangement 2

This record from the OMol25 dataset describes 2 unconnected molecules or ions with the total composition C4H12. The level of theory is ωB97M-V/def2-TZVPD.

Geometry (Å):
H: -2.74 1.07 -0.90
H: 0.07 0.47 -1.88
C: -1.00 0.39 -2.05
H: 2.07 0.00 0.59
H: 0.54 -1.71 2.59
H: 2.22 -1.95 2.39
H: -1.99 2.35 -1.78
C: 1.33 -1.63 1.84
H: -1.24 1.70 -0.33
H: 1.91 0.38 2.28
C: 1.44 -0.16 1.46
H: -1.26 -0.63 -1.70
H: 1.13 -2.31 1.02
H: -1.34 0.36 -3.08
C: -1.76 1.43 -1.24
H: 0.46 0.26 1.23

Its SMILES is CC.CC. The calculation puts the LUMO energy at 1.12 eV. For the HOMO-LUMO gap, the calculation gives 12.7 eV. The highest occupied orbital energy is -11.61 eV.



Arrangement 3

This record from the OMol25 dataset describes 2 unconnected molecules or ions with the total composition C4H12. The level of theory is ωB97M-V/def2-TZVPD.

Geometry (Å):
H: -1.32 3.39 0.55
H: -0.80 2.84 2.21
H: 1.56 -3.25 -0.29
H: 0.17 0.85 0.88
H: -0.23 -3.37 0.03
H: 1.09 2.21 0.75
H: -0.89 -1.44 -1.40
H: 0.74 -2.25 -2.34
C: 0.55 -2.71 -0.19
C: -0.98 2.52 1.09
C: 0.21 1.79 0.42
C: 0.23 -1.73 -1.44
H: 0.67 -0.66 -1.33
H: 0.66 -1.87 0.61
H: 0.15 1.89 -0.74
H: -1.81 1.81 1.19

Its SMILES is CC.CC. The calculation puts the LUMO energy at 1.09 eV. For the HOMO-LUMO gap, the calculation gives 12.1 eV. The highest occupied orbital energy is -10.97 eV.



Arrangement 4

This record from the OMol25 dataset describes 2 unconnected molecules or ions with the total composition C4H12. The level of theory is ωB97M-V/def2-TZVPD.

Geometry (Å):
H: -0.90 -0.90 -3.00
H: -1.16 1.46 1.16
C: -0.68 1.44 2.14
H: 0.47 -2.02 -1.39
H: -0.10 -0.61 -0.74
C: 0.73 -0.88 -1.61
H: -0.03 2.26 2.12
H: 1.16 0.13 2.66
H: 0.62 -0.87 -3.84
H: 1.75 -0.61 -1.35
H: -0.62 -0.49 3.22
C: -0.03 -0.02 2.34
H: 0.19 -0.60 1.49
H: -1.46 1.61 2.92
C: 0.15 -0.49 -2.92
H: -0.10 0.60 -3.19

Its SMILES is CC.CC. The calculation puts the LUMO energy at 1.06 eV. For the HOMO-LUMO gap, the calculation gives 11.9 eV. The highest occupied orbital energy is -10.82 eV.



Name the most stable of them. arrangement 2.



Arrangement 1

This record from the OMol25 dataset describes 2 unconnected molecules or ions with the total composition C4H12. The level of theory is ωB97M-V/def2-TZVPD.

Geometry (Å):
H: -1.64 0.19 -0.74
H: -2.56 0.03 0.70
H: -2.33 -2.11 -0.83
H: -0.74 -0.07 0.58
C: 1.84 0.41 -0.34
C: -1.70 -0.40 0.19
H: 0.73 2.43 -0.05
H: 2.09 2.29 0.87
H: -0.91 -2.48 0.35
H: 2.22 -0.16 0.49
H: 2.42 0.29 -1.25
C: 1.69 1.88 -0.04
H: 2.41 2.45 -0.67
H: -2.59 -2.19 0.93
C: -1.84 -1.94 0.18
H: 0.94 -0.19 -0.62

Its SMILES is CC.CC. The calculation puts the LUMO energy at 1.14 eV. For the HOMO-LUMO gap, the calculation gives 12.3 eV. The highest occupied orbital energy is -11.14 eV.



Arrangement 2

This record from the OMol25 dataset describes 2 unconnected molecules or ions with the total composition C4H12. The level of theory is ωB97M-V/def2-TZVPD.

Geometry (Å):
H: -3.73 -0.26 -0.08
H: -2.51 0.25 -2.36
H: -2.42 0.66 0.65
C: 2.90 0.25 0.85
H: -3.10 1.68 -1.59
C: -2.32 0.88 -1.51
H: 2.37 1.21 0.89
H: 2.82 -1.89 1.29
H: 3.55 0.27 -0.05
H: -2.24 -0.87 -0.28
C: -2.73 0.05 -0.20
H: 1.28 -1.12 1.48
C: 2.11 -1.09 0.91
H: 3.59 0.31 1.67
H: -1.30 1.07 -1.53
H: 1.74 -1.39 -0.14

Its SMILES is CC.CC. The calculation puts the LUMO energy at 1.02 eV. For the HOMO-LUMO gap, the calculation gives 12.7 eV. The highest occupied orbital energy is -11.67 eV.



Name the most stable of them. arrangement 2.



Arrangement 1

This record from the OMol25 dataset describes 2 unconnected molecules or ions with the total composition C4H12. The level of theory is ωB97M-V/def2-TZVPD.

Geometry (Å):
H: 0.45 -1.03 -0.88
H: -1.34 2.61 -1.17
C: 0.06 1.83 0.40
H: 1.28 -3.65 -0.42
C: 0.88 -2.89 0.23
H: 0.90 1.53 -0.24
C: -0.02 -1.90 -0.48
H: -1.00 -1.32 0.06
H: -0.38 3.87 -0.26
H: -0.51 1.00 0.74
H: 0.60 -3.47 1.14
C: -0.91 2.94 -0.17
H: -0.64 -2.31 -1.13
H: 1.67 -2.27 0.53
H: -1.85 2.86 0.54
H: 0.73 2.30 1.20

Its SMILES is CC.CC. The calculation puts the LUMO energy at 1.11 eV. For the HOMO-LUMO gap, the calculation gives 12.1 eV. The highest occupied orbital energy is -10.97 eV.



Arrangement 2

This record from the OMol25 dataset describes 2 unconnected molecules or ions with the total composition C4H12. The level of theory is ωB97M-V/def2-TZVPD.

Geometry (Å):
H: 0.39 -3.40 -0.77
H: 0.86 1.77 -0.21
H: -1.50 3.61 -0.66
H: -0.71 1.38 0.50
H: 0.25 -1.08 -0.04
C: -0.76 2.92 -1.05
H: 0.44 -1.56 1.69
H: 1.71 -1.67 0.57
H: -1.35 2.20 -1.63
H: -0.87 -3.35 0.42
C: 0.64 -1.83 0.66
C: 0.21 -3.25 0.30
H: 0.11 2.89 0.94
H: -0.02 3.51 -1.59
H: 0.75 -4.01 0.86
C: -0.08 2.19 0.13

Its SMILES is CC.CC. The calculation puts the LUMO energy at 1.13 eV. For the HOMO-LUMO gap, the calculation gives 12.9 eV. The highest occupied orbital energy is -11.73 eV.



Name the most stable of them. arrangement 2.



Arrangement 1

This record from the OMol25 dataset describes 2 unconnected molecules or ions with the total composition C4H12. The level of theory is ωB97M-V/def2-TZVPD.

Geometry (Å):
H: 2.39 0.55 0.74
H: -0.60 1.24 -0.18
H: 3.54 -0.78 0.36
C: -2.37 0.24 0.52
H: -1.83 1.20 -1.38
H: 0.55 -0.98 -0.68
H: -3.07 0.64 1.25
H: 2.10 -1.01 1.37
H: -2.15 2.26 0.03
C: 2.49 -0.50 0.47
H: -1.69 -0.36 1.14
C: -1.68 1.34 -0.32
H: 1.87 -0.44 -1.60
H: -3.03 -0.40 -0.08
H: 1.82 -2.03 -0.96
C: 1.64 -0.98 -0.68

Its SMILES is CC.CC. The calculation puts the LUMO energy at 1.13 eV. For the HOMO-LUMO gap, the calculation gives 12.7 eV. The highest occupied orbital energy is -11.60 eV.



Arrangement 2

This record from the OMol25 dataset describes 2 unconnected molecules or ions with the total composition C4H12. The level of theory is ωB97M-V/def2-TZVPD.

Geometry (Å):
C: 0.92 0.43 -2.64
H: -2.17 -0.15 1.21
H: 1.06 -1.65 -1.81
C: -1.14 -0.40 1.45
C: 1.04 -0.60 -1.52
H: 0.10 0.12 -3.28
H: -0.04 -0.05 3.36
H: 1.95 -0.36 -0.97
C: -0.78 0.42 2.72
H: 1.77 0.49 -3.32
H: -0.54 0.01 0.65
H: 0.22 -0.36 -0.84
H: 0.68 1.42 -2.24
H: -0.62 1.45 2.35
H: -0.81 -1.43 1.51
H: -1.63 0.67 3.36

Its SMILES is CC.CC. The calculation puts the LUMO energy at 1.11 eV. For the HOMO-LUMO gap, the calculation gives 12.2 eV. The highest occupied orbital energy is -11.13 eV.



Arrangement 3

This record from the OMol25 dataset describes 2 unconnected molecules or ions with the total composition C4H12. The level of theory is ωB97M-V/def2-TZVPD.

Geometry (Å):
H: -0.79 -0.47 -1.66
H: -1.44 1.41 2.89
H: 0.78 -0.31 1.59
C: 1.22 -0.69 -2.00
H: -0.15 0.29 -3.21
H: -2.02 -0.15 2.40
C: -1.09 0.38 2.56
H: -0.62 -0.20 3.43
H: 0.23 1.25 1.36
H: 1.18 -1.73 -2.35
H: -0.17 0.94 -1.53
H: -0.55 -0.04 0.50
C: -0.11 0.30 1.50
H: 1.58 -0.82 -0.96
H: 2.07 -0.26 -2.41
C: -0.12 0.11 -2.12

Its SMILES is CC.CC. The calculation puts the LUMO energy at 1.16 eV. For the HOMO-LUMO gap, the calculation gives 12.4 eV. The highest occupied orbital energy is -11.21 eV.



Arrangement 4

This record from the OMol25 dataset describes 2 unconnected molecules or ions with the total composition C4H12. The level of theory is ωB97M-V/def2-TZVPD.

Geometry (Å):
H: 2.68 0.68 -0.72
H: 2.73 -1.45 0.81
H: 3.41 0.91 0.84
H: -3.42 0.57 0.29
H: 1.14 -1.18 0.72
C: -2.36 0.57 -0.24
C: 2.48 0.55 0.37
H: 2.06 1.42 0.64
C: -2.17 -0.47 -1.32
C: 1.98 -0.59 1.03
H: -1.32 -1.04 -1.06
H: -2.08 1.50 -0.68
H: 1.78 -0.56 2.13
H: -2.14 -0.08 -2.33
H: -3.10 -1.16 -1.18
H: -1.67 0.34 0.71

Its SMILES is CC.CC. The calculation puts the LUMO energy at 1.08 eV. For the HOMO-LUMO gap, the calculation gives 11.8 eV. The highest occupied orbital energy is -10.73 eV.



Name the most stable of them. arrangement 1.



Arrangement 1

This record from the OMol25 dataset describes 2 unconnected molecules or ions with the total composition C4H12. The level of theory is ωB97M-V/def2-TZVPD.

Geometry (Å):
C: -2.17 -0.74 0.27
H: -2.69 0.19 0.05
H: 2.74 0.43 0.29
H: -1.26 -0.77 -0.30
H: 1.53 0.93 -2.49
H: 3.25 1.60 -0.86
H: -1.11 -1.40 2.00
C: 1.69 0.36 -1.58
C: 2.36 1.11 -0.46
H: 0.71 -0.10 -1.39
H: -2.85 -1.57 0.13
H: 1.72 1.87 -0.01
H: 2.30 -0.49 -1.89
C: -1.93 -0.70 1.82
H: -2.82 -0.98 2.36
H: -1.49 0.27 2.07

Its SMILES is CC.CC. The calculation puts the LUMO energy at 1.10 eV. For the HOMO-LUMO gap, the calculation gives 12.8 eV. The highest occupied orbital energy is -11.70 eV.



Arrangement 2

This record from the OMol25 dataset describes 2 unconnected molecules or ions with the total composition C4H12. The level of theory is ωB97M-V/def2-TZVPD.

Geometry (Å):
H: -0.54 -1.87 -1.83
H: 1.45 -2.66 -0.12
H: 0.50 -0.54 -1.89
C: -1.10 1.14 0.97
H: -0.80 2.78 2.52
C: -0.68 2.57 1.45
H: -2.19 1.14 0.96
C: 1.51 -2.33 -1.17
H: -1.42 3.27 1.03
H: -0.59 0.50 1.68
H: -0.15 -1.05 -0.33
H: 1.33 -3.23 -1.75
H: 2.48 -1.95 -1.44
C: 0.28 -1.41 -1.25
H: -0.70 1.09 -0.04
H: 0.29 2.88 1.11

Its SMILES is CC.CC. The calculation puts the LUMO energy at 1.12 eV. For the HOMO-LUMO gap, the calculation gives 12.7 eV. The highest occupied orbital energy is -11.56 eV.



Arrangement 3

This record from the OMol25 dataset describes 2 unconnected molecules or ions with the total composition C4H12. The level of theory is ωB97M-V/def2-TZVPD.

Geometry (Å):
H: -1.76 -2.72 0.39
H: 0.56 -1.25 0.19
H: -0.18 -1.26 1.81
H: -1.14 2.31 -1.09
H: -0.94 -3.89 0.96
H: 1.38 1.31 -0.76
H: 0.37 1.84 0.63
C: 0.23 -1.93 0.93
H: 1.74 2.92 -0.17
C: 0.92 2.15 -0.31
C: -0.29 2.79 -1.03
H: -0.91 3.78 -0.59
H: 1.14 -2.53 1.29
C: -0.71 -3.07 0.34
H: 0.00 3.10 -2.03
H: -0.41 -3.56 -0.55

Its SMILES is CC.CC. The calculation puts the LUMO energy at 1.05 eV. For the HOMO-LUMO gap, the calculation gives 12.2 eV. The highest occupied orbital energy is -11.16 eV.



Arrangement 4

This record from the OMol25 dataset describes 2 unconnected molecules or ions with the total composition C4H12. The level of theory is ωB97M-V/def2-TZVPD.

Geometry (Å):
H: 0.84 1.68 2.25
H: 1.26 -0.86 2.52
H: -0.29 -1.22 -0.67
H: 0.27 -0.06 -2.50
H: 0.81 1.55 0.53
H: -0.73 1.05 -1.50
C: 0.71 -0.33 1.77
H: -0.32 -0.22 2.11
H: -1.50 -1.83 -1.67
C: 1.23 1.08 1.41
H: 0.67 -1.00 0.92
H: -1.40 0.44 -2.96
C: -0.73 0.15 -2.15
H: -1.93 -0.62 -0.37
H: 2.32 1.10 1.45
C: -1.23 -0.92 -1.15

Its SMILES is CC.CC. The calculation puts the LUMO energy at 1.18 eV. For the HOMO-LUMO gap, the calculation gives 12.5 eV. The highest occupied orbital energy is -11.30 eV.



Name the most stable of them. arrangement 1.